36
Properties=species:S:1:pos:R:3 method="wB97M-V/def2-TZVPD" e_tot_ha=-660.5653
Rb 3.06751 1.91196 -2.51821
C -2.24744 1.71646 0.07972
C -1.42090 0.42343 0.56844
C -2.40819 -0.77650 0.32584
C -1.62477 -2.13450 0.46210
C -0.36304 -2.24166 -0.41174
C 0.60223 -0.96792 -0.22663
N -0.18818 0.31099 -0.31691
O 0.49355 1.53524 -0.67909
C 1.54829 -1.25525 -1.33767
C 1.34504 -1.12613 1.12813
C -1.14627 0.58901 2.10824
H -1.92892 2.67014 0.50061
H -3.30281 1.80253 0.33836
H -2.22184 1.98943 -0.97524
H -2.81487 -0.68227 -0.68105
H -3.27380 -0.83830 0.98539
H -2.19862 -2.91856 -0.03192
H -1.43244 -2.41113 1.49873
H -0.73064 -2.37967 -1.42856
H 0.18834 -3.15673 -0.19560
H 2.40965 -0.59331 -1.24837
H 1.20071 -0.99167 -2.33658
H 1.88168 -2.29281 -1.35859
H 2.11625 -1.89090 1.03611
H 0.70978 -1.42243 1.96285
H 1.81862 -0.19850 1.44958
H -1.87601 1.25858 2.56352
H -0.21718 1.14814 2.21893
H -1.05547 -0.32754 2.69116
O 0.63537 3.62161 -2.72611
H -0.26543 3.91547 -2.86189
H 0.59375 3.07487 -1.94151
O 4.14266 1.09260 0.14355
H 4.24009 0.14829 0.26608
H 3.72328 1.39703 0.94834